# 1
The following is a DFT calculation (wB97M-V/def2-TZVPD) of a molecular structure, C6H7N2.

Its total charge is +1. The highest occupied orbital energy (spin up / spin down) is -13.5 / -13.5 eV. The calculation puts the LUMO energy (spin up / spin down) at -7.72 / -7.71 eV. The frontier orbital gap (spin up / spin down) comes out at 0.21151 / 0.21140 hartree.

XYZ file:
```
15
C6H7N2, DFT wB97M-V/def2-TZVPD
C -0.839 0.896 1.054
C 0.024 1.469 0.244
C -0.009 -0.751 0.163
C 2.020 0.392 -1.813
C 2.132 1.161 -2.758
C -1.945 -1.186 1.765
N -0.962 -0.434 0.946
N 0.569 0.373 -0.340
H 0.426 -1.738 -0.002
H 2.575 -0.266 -1.263
H 0.575 2.348 0.193
H 2.011 1.802 -3.646
H -1.716 -0.914 2.710
H -2.961 -0.919 1.382
H -1.899 -2.231 1.365
```

Mulliken atomic charge list, values in e, 8 entries: number 1, C, carries -0.13; number 2, C, carries -0.27; number 3, C, carries 0.03; number 4, C, carries -0.27; number 5, C, carries -0.17; number 6, C, carries -0.83; number 7, N, carries 0.08; number 8, N, carries -0.06

# 2
The following is a DFT calculation (wB97M-V/def2-TZVPD) of C21H17N3O2S in the gas phase.

The highest occupied orbital energy is -7.9 eV. The calculation puts the LUMO energy at -0.01 eV. The frontier orbital gap comes out at 0.29107 hartree. Its SMILES is C=CCn1c(SCC(=O)c2ccccc2)nnc1-c1cc2ccccc2o1.

XYZ file:
```
44
C21H17N3O2S, DFT wB97M-V/def2-TZVPD
C 1.444 1.589 -0.896
C 0.317 0.939 -0.682
C -0.171 -0.187 -1.548
N -0.378 -1.377 -0.759
C 0.545 -2.346 -0.494
S 2.162 -2.341 -1.148
C 3.049 -2.424 0.454
C 2.870 -1.054 1.070
O 1.951 -0.834 1.828
C 3.821 0.007 0.664
C 4.612 -0.066 -0.481
C 5.467 0.974 -0.798
C 5.552 2.087 0.023
C 4.768 2.167 1.163
C 3.904 1.137 1.478
N 0.057 -3.248 0.313
N -1.186 -2.891 0.612
C -1.461 -1.769 -0.021
C -2.725 -1.103 0.078
C -3.820 -1.490 0.797
C -4.811 -0.494 0.573
C -6.124 -0.292 1.001
C -6.787 0.829 0.557
C -6.176 1.748 -0.299
C -4.878 1.574 -0.739
C -4.211 0.445 -0.291
O -2.945 0.070 -0.589
H 1.767 2.392 -0.257
H 2.092 1.347 -1.723
H -0.319 1.180 0.158
H 0.563 -0.417 -2.325
H -1.123 0.084 -2.014
H 4.083 -2.680 0.240
H 2.558 -3.192 1.049
H 4.543 -0.915 -1.145
H 6.070 0.916 -1.692
H 6.226 2.892 -0.228
H 4.831 3.035 1.803
H 3.280 1.182 2.357
H -3.887 -2.372 1.398
H -6.597 -1.001 1.663
H -7.804 1.009 0.873
H -6.731 2.615 -0.624
H -4.399 2.279 -1.399
```

Mulliken atomic charge list, values in e, 8 entries: number 1, C, carries -1.01; number 2, C, carries 0.37; number 3, C, carries -0.91; number 4, N, carries 0.23; number 5, C, carries 0.38; number 6, S, carries -0.26; number 7, C, carries -1.16; number 8, C, carries 0.50

# 3
The following is a DFT calculation (wB97M-V/def2-TZVPD) of 9 unconnected molecules or ions with the total composition C32H55NO24.

The highest occupied orbital energy is -9.7 eV. The calculation puts the LUMO energy at 0.14 eV. The frontier orbital gap comes out at 0.36090 hartree. Its SMILES is C[C@H]1COC(=O)O1.C[C@H]1COC(=O)O1.C[C@H]1COC(=O)O1.C[C@H]1COC(=O)O1.COC(=O)OC.COC(=O)OC.COC(=O)OC.COC(=O)OC.CCCC#N.

XYZ file:
```
112
C32H55NO24, DFT wB97M-V/def2-TZVPD
C 0.553 -0.989 -7.262
C 1.480 -2.104 -6.806
C 2.895 -1.888 -7.309
O 3.556 -1.438 -6.181
C 2.720 -1.313 -5.070
O 3.045 -0.976 -3.945
O 1.513 -1.858 -5.470
H 0.497 -0.876 -8.318
H 0.936 0.004 -6.984
H -0.499 -1.064 -6.966
H 1.102 -3.105 -6.870
H 2.897 -1.098 -8.124
H 3.378 -2.750 -7.803
C -0.033 3.375 2.207
C -1.156 2.669 3.097
C -1.752 3.645 4.191
O -3.153 3.389 3.966
C -3.367 2.606 2.919
O -4.471 2.252 2.479
O -2.288 2.318 2.383
H -0.273 4.431 2.026
H 0.222 3.022 1.242
H 0.930 3.464 2.768
H -0.763 1.809 3.595
H -1.665 4.676 3.987
H -1.505 3.409 5.190
C -1.936 4.459 -1.034
C -2.721 3.690 -2.094
C -2.532 2.226 -1.896
O -3.717 1.946 -1.043
C -4.628 3.017 -1.087
O -5.584 3.164 -0.377
O -4.055 4.008 -1.825
H -2.160 3.921 -0.058
H -2.315 5.492 -0.973
H -0.894 4.501 -1.225
H -2.469 4.211 -2.943
H -1.606 1.925 -1.400
H -2.619 1.575 -2.758
C -1.414 -3.090 1.411
C -2.634 -2.186 1.245
C -2.486 -0.871 0.544
O -3.517 -0.790 -0.348
C -3.936 -2.018 -0.554
O -4.796 -2.375 -1.376
O -3.388 -2.860 0.267
H -1.645 -4.079 1.847
H -0.793 -2.527 2.143
H -0.827 -3.196 0.550
H -3.063 -2.150 2.219
H -1.523 -0.534 0.043
H -2.804 -0.052 1.243
C -1.211 1.738 7.840
O -0.589 1.837 6.602
C 0.644 1.347 6.271
O 1.458 0.686 7.256
O 1.042 1.538 4.947
C 2.389 1.116 4.511
H -0.521 1.349 8.606
H -2.248 1.345 7.733
H -1.367 2.737 8.279
H 2.502 1.185 3.392
H 2.674 0.077 4.890
H 3.115 1.841 4.810
C 2.537 -2.620 6.407
O 3.267 -2.911 5.295
C 2.847 -2.624 4.001
O 1.697 -1.834 3.703
O 3.517 -3.369 3.102
C 3.186 -2.971 1.794
H 2.582 -1.585 6.679
H 3.015 -3.189 7.191
H 1.566 -3.016 6.189
H 3.628 -3.749 1.207
H 3.692 -2.082 1.562
H 2.098 -2.793 1.754
C 0.009 1.069 -4.619
O -0.353 2.171 -5.367
C -1.619 2.529 -5.533
O -2.647 1.564 -5.369
O -1.783 3.767 -5.971
C -3.164 4.301 -6.120
H -0.379 0.172 -5.128
H -0.323 1.315 -3.557
H 1.065 1.002 -4.562
H -3.658 4.308 -5.202
H -3.707 4.111 -7.046
H -3.073 5.343 -6.084
C 2.189 -7.428 0.648
O 2.466 -6.575 -0.475
C 1.975 -5.406 -0.462
O 1.007 -4.989 0.482
O 2.356 -4.524 -1.348
C 1.702 -3.276 -1.425
H 2.158 -8.387 0.083
H 1.332 -7.127 1.319
H 3.105 -7.344 1.280
H 1.790 -2.630 -0.550
H 0.595 -3.371 -1.676
H 2.210 -2.635 -2.240
C 0.890 -0.010 1.140
C 2.184 0.625 0.713
C 2.274 0.982 -0.804
C 1.545 2.112 -1.409
N 1.069 3.008 -1.945
H 0.063 0.613 0.857
H 0.893 0.064 2.299
H 0.723 -1.038 0.779
H 3.022 -0.056 0.965
H 2.414 1.539 1.239
H 2.127 0.033 -1.431
H 3.334 1.053 -0.947
```

Mulliken atomic charge list, values in e, 8 entries: number 1, C, carries -1.61; number 2, C, carries 0.55; number 3, C, carries -0.51; number 4, O, carries -0.36; number 5, C, carries 0.66; number 6, O, carries -0.52; number 7, O, carries -0.29; number 8, H, carries 0.48

# 4
The following is a DFT calculation (wB97M-V/def2-TZVPD) of a molecular structure, C51H49F7N5O4PtS.

Its total charge is +1. The highest occupied orbital energy (spin up / spin down) is -10.7 / -10.7 eV. As for the expectation value of S²: 2.0049. The calculation puts the LUMO energy (spin up / spin down) at -2.93 / -5.00 eV. The frontier orbital gap (spin up / spin down) comes out at 0.28729 / 0.21125 hartree. The spin multiplicity is 3.

XYZ file:
```
118
C51H49F7N5O4PtS, DFT wB97M-V/def2-TZVPD
Pt -0.900 -3.091 -1.405
C 0.176 0.983 0.463
F 0.504 2.264 0.441
F 1.065 0.295 1.207
F -1.034 0.832 1.009
S 0.183 0.271 -1.219
O 1.559 0.238 -1.602
O -0.371 -1.073 -0.947
O -0.693 1.085 -2.020
N -2.185 -3.150 0.251
C -2.488 -4.274 0.916
C -3.410 -4.321 1.927
C -4.093 -3.159 2.271
C -3.792 -1.997 1.572
C -2.819 -2.046 0.618
H -2.004 -5.191 0.596
H -3.583 -5.265 2.423
H -4.793 -3.164 3.096
H -4.238 -1.050 1.843
H -2.504 -1.167 0.071
N -2.135 -1.082 5.059
C -1.993 -2.167 5.796
C -1.160 -3.230 5.452
C -0.390 -3.120 4.306
C -0.556 -2.003 3.505
C -1.407 -1.001 3.946
H -2.578 -2.221 6.708
H -1.125 -4.115 6.075
H 0.373 -3.828 3.999
H 0.056 -1.874 2.620
H -1.542 -0.089 3.368
N 5.258 -1.906 3.143
C 4.938 -2.856 4.016
C 3.807 -2.804 4.827
C 2.928 -1.744 4.644
C 3.205 -0.809 3.671
C 4.388 -0.915 2.953
H 5.686 -3.632 4.158
H 3.681 -3.555 5.597
H 2.034 -1.676 5.255
H 2.475 -0.043 3.442
H 4.548 -0.282 2.087
N 0.898 -3.439 -0.150
C 0.938 -4.175 0.961
C 2.103 -4.422 1.641
C 3.259 -3.807 1.205
C 3.203 -2.964 0.113
C 2.010 -2.855 -0.556
H -0.009 -4.575 1.297
H 2.136 -5.069 2.506
H 4.179 -3.951 1.756
H 4.096 -2.462 -0.229
H 1.927 -2.220 -1.429
N 0.084 -2.963 -3.255
C 1.070 -3.806 -3.600
C 1.753 -3.680 -4.789
C 1.311 -2.727 -5.698
C 0.275 -1.879 -5.348
C -0.306 -2.029 -4.111
H 1.285 -4.574 -2.868
H 2.551 -4.379 -4.995
H 1.848 -2.559 -6.624
H 0.013 -1.055 -5.993
H -1.121 -1.363 -3.855
C -1.759 4.346 -1.867
O -0.491 3.864 -2.213
H -2.092 4.025 -0.873
H -1.717 5.439 -1.890
H -2.538 4.095 -2.603
H -0.509 2.894 -2.201
F -7.748 1.676 -2.976
C -6.648 1.479 -2.221
C -6.775 1.536 -0.846
C -5.642 1.390 -0.073
C -4.407 1.161 -0.665
C -4.311 1.127 -2.054
C -5.443 1.237 -2.845
H -7.743 1.735 -0.407
H -5.718 1.370 1.009
H -3.511 1.056 -0.072
H -3.331 0.972 -2.496
H -5.386 1.209 -3.925
F -3.315 1.644 2.708
C -3.014 2.974 2.794
C -2.646 3.634 1.644
C -2.237 4.962 1.743
C -2.200 5.569 2.997
C -2.595 4.885 4.135
C -2.944 3.550 4.048
H -2.751 3.123 0.694
H -1.911 5.520 0.877
H -1.872 6.599 3.065
H -2.665 5.421 5.071
H -3.233 2.934 4.891
F 2.671 -0.149 -7.266
C 2.501 1.001 -6.563
C 2.562 2.200 -7.236
C 2.377 3.367 -6.506
C 2.162 3.306 -5.126
C 2.040 2.082 -4.497
C 2.220 0.911 -5.214
H 2.734 2.170 -8.305
H 2.490 4.317 -7.012
H 2.139 4.245 -4.589
H 1.845 2.058 -3.438
H 2.284 -0.062 -4.744
F 4.228 2.159 2.903
C 4.231 2.418 1.571
C 5.417 2.399 0.869
C 5.397 2.650 -0.499
C 4.196 2.956 -1.138
C 3.014 2.998 -0.413
C 3.033 2.720 0.952
H 6.345 2.129 1.361
H 6.309 2.588 -1.075
H 4.236 3.191 -2.196
H 2.056 3.191 -0.878
H 2.096 2.612 1.485
```

Mulliken atomic charge list, values in e, 8 entries: number 1, Pt, carries 1.45; number 2, C, carries -0.22; number 3, F, carries -0.24; number 4, F, carries 0.05; number 5, F, carries 0.04; number 6, S, carries 0.83; number 7, O, carries -0.60; number 8, O, carries -0.40

no.,electronic energy (eV)
1,-9299.962
2,-41452.374
3,-84695.773
4,-102419.371